H2LiO as an isolated structure, computed with ωB97M-V/def2-TZVPD.

Last column: Mulliken charge in e.
Geometry (Å):
O: -0.36789 0.16108 0.07133  -0.64
H: -1.19634 -0.33821 0.25198  0.34
H: -0.59751 1.09915 0.25992  0.33
Li: 2.16175 -0.92202 -0.58322  0.97

net charge	+1
energy relative to the best compared isomer or geometry (same formula, charge and spin)	16.1	kcal/mol
E_HOMO	-16.40	eV
calculated total energy	-83.73825	Eh
HOMO-LUMO gap	11.004	eV
LUMO	-5.396	eV

A 5-piece molecular cluster, C25H58IN7O9PS overall, computed with ωB97M-V/def2-TZVPD.

Last column: Mulliken charge in e.
Geometry (Å):
C: 4.53057 2.28129 4.46397  -1.04
C: 3.31225 3.22878 4.45292  -0.66
C: 1.92882 2.59016 4.22181  -0.82
C: 1.93770 1.45864 3.18332  -0.69
C: 0.54735 1.07564 2.63656  -0.91
C: -0.51866 0.96212 3.75791  -0.96
I: -2.13922 2.32901 3.60574  0.17
C: -0.93944 -0.50998 3.81539  -0.83
N: 0.18466 -1.21563 3.09506  0.44
C: -0.01933 -2.69973 2.95141  -0.20
C: 1.12314 -3.52370 3.56141  -1.16
C: 1.94818 -4.36917 2.57648  -0.71
S: 3.65251 -4.32266 3.07986  1.15
O: 3.84884 -5.24939 4.14985  -0.60
O: 3.97693 -2.92522 3.24554  -0.54
O: 4.43018 -4.88420 1.82926  -0.46
C: 0.50532 -0.32282 1.90661  1.13
C: 1.86266 -0.62209 1.23722  -2.76
N: 1.85573 -1.70769 0.24858  0.02
C: 3.23388 -1.95119 -0.20327  -1.01
P: -0.73090 -0.22506 0.51737  1.00
N: -0.21579 0.86850 -0.43469  -0.73
O: -2.18385 0.00204 1.14106  -0.46
O: -0.82724 -1.67305 -0.13889  -0.67
H: 5.10610 2.41309 5.38499  0.35
H: 4.26533 1.22484 4.41626  0.25
H: 5.21591 2.50730 3.64482  0.26
H: 3.46742 4.02445 3.71763  0.41
H: 3.26901 3.73604 5.42246  0.43
H: 1.24320 3.37063 3.87422  0.29
H: 1.55023 2.22411 5.18233  0.41
H: 2.43933 0.58063 3.61578  0.25
H: 2.55889 1.77665 2.34152  0.44
H: 0.22149 1.81265 1.90190  0.86
H: -0.11888 1.22009 4.73522  0.55
H: -0.91639 -0.87580 4.84639  0.50
H: -1.89746 -0.74388 3.36002  0.52
H: 0.99036 -1.09288 3.71390  0.47
H: -0.18639 -2.95325 1.90853  0.00
H: -0.94609 -2.91888 3.48629  0.64
H: 0.69265 -4.20722 4.29757  0.38
H: 1.79381 -2.85511 4.10588  0.52
H: 1.64050 -5.41684 2.63120  0.50
H: 1.87473 -4.04213 1.53596  0.45
H: 4.15218 -4.44656 1.01512  0.36
H: 2.18553 0.32155 0.78185  0.42
H: 2.58087 -0.91939 2.01093  0.79
H: 1.37643 -1.36994 -0.58311  0.22
H: 3.86667 -2.16307 0.66024  0.37
H: 3.67203 -1.07202 -0.69786  0.37
H: 3.24711 -2.77151 -0.92163  0.33
H: -0.92726 1.58731 -0.52284  0.30
H: -2.82682 -0.60793 0.77757  0.32
H: -0.25058 -2.35006 0.22433  0.32
C: 6.10211 -5.03278 8.84432  -1.20
C: 7.01182 -3.92335 8.36363  0.73
O: 7.83122 -3.39987 9.09517  -0.64
N: 6.87684 -3.52669 7.06777  -0.08
C: 5.95528 -4.02305 6.06373  -0.76
H: 6.33495 -5.22638 9.88630  0.30
H: 5.05332 -4.74538 8.75974  0.33
H: 6.25749 -5.94524 8.26780  0.34
H: 7.51565 -2.79283 6.80657  0.22
H: 6.50841 -4.42860 5.21479  0.25
H: 5.31466 -3.21816 5.70025  0.21
H: 5.32947 -4.80893 6.47000  0.30
C: -1.23603 -0.03713 -3.43838  -0.41
C: -0.33083 -0.41968 -4.58054  0.57
O: 0.60696 -1.19141 -4.43080  -0.70
N: -0.59255 0.12931 -5.79457  -0.14
C: -1.67488 1.02585 -6.14561  -0.67
H: -0.88355 -0.55492 -2.55531  -0.26
H: -1.18558 1.03588 -3.25035  0.39
H: -2.27104 -0.31498 -3.64087  0.29
H: 0.05313 -0.14934 -6.51593  0.24
H: -2.30502 0.58485 -6.92083  0.29
H: -1.28929 1.97780 -6.51619  0.28
H: -2.29580 1.21510 -5.27557  0.15
C: -6.34974 1.25149 -2.73438  -1.40
C: -5.47908 0.85860 -3.90655  0.87
O: -4.53341 0.08795 -3.77334  -0.67
N: -5.78683 1.38529 -5.10928  -0.10
C: -6.85844 2.30907 -5.45488  -0.86
H: -5.97516 0.74330 -1.85126  0.27
H: -6.32098 2.32870 -2.56896  0.39
H: -7.38586 0.95753 -2.90143  0.38
H: -5.18307 1.07384 -5.85371  0.18
H: -7.52501 1.86029 -6.18988  0.26
H: -6.45716 3.22066 -5.88717  0.29
H: -7.43457 2.55771 -4.56949  0.36
C: -6.68953 6.25832 -8.97863  -1.32
C: -6.23426 4.81852 -8.93692  0.81
O: -6.72967 4.01012 -8.16446  -0.63
N: -5.25407 4.44758 -9.79767  -0.16
C: -4.56250 5.26320 -10.77772  -0.83
H: -7.47248 6.38457 -8.23806  0.28
H: -5.86728 6.93665 -8.74907  0.38
H: -7.08505 6.51512 -9.96151  0.37
H: -5.00388 3.47408 -9.73038  0.22
H: -4.71786 4.87453 -11.78484  0.29
H: -3.49017 5.28423 -10.57871  0.28
H: -4.93485 6.28114 -10.74481  0.31

net charge	+1
E_HOMO	-10.76	eV
calculated total energy	-3084.91193	Eh
HOMO-LUMO gap	8.197	eV
LUMO	-2.559	eV

C5H7NO2 as an isolated structure in a non-equilibrium geometry, computed with ωB97M-V/def2-TZVPD.

Last column: Mulliken charge in e.
Geometry (Å):
C: 0.57487 0.45652 -0.07005  0.46
C: 0.73512 -1.12108 -0.34758  -0.53
C: -0.56514 -1.80697 -0.49543  -0.15
C: -0.91016 0.88079 -0.22410  -0.22
C: -0.29723 1.04764 1.17170  -0.57
H: 2.22261 1.90697 -0.69419  0.35
H: 1.22596 -1.49073 0.55709  0.36
H: 1.11605 -1.10317 -1.30973  0.32
H: -0.68534 -2.92157 -0.32203  0.35
H: -1.24813 1.88514 -0.64794  0.34
H: 0.22814 2.07001 1.36304  0.26
H: -0.36192 0.21598 2.12247  0.25
N: -1.82537 -1.25856 -0.48943  -0.40
O: 1.77271 1.09024 0.10494  -0.61
O: -1.98218 0.14877 -0.71875  -0.21

net charge	0
energy relative to the best compared isomer or geometry (same formula, charge and spin)	169.0	kcal/mol
E_HOMO	-9.11	eV
calculated total energy	-399.69619	Eh
HOMO-LUMO gap	9.394	eV
LUMO	0.287	eV

C35H43As2ClMgN3O10 as an isolated structure, computed with ωB97M-V/def2-TZVPD.

Last column: Mulliken charge in e.
Geometry (Å):
Mg: 0.91223 -1.84632 -0.27269  3.54
C: 1.23477 -4.63348 -1.45050  -1.36
N: 1.91367 -4.02497 -0.28880  0.70
C: 1.54137 -4.85656 0.86765  -1.53
C: 1.93599 -4.40213 2.26972  -1.08
C: 1.48147 -2.97734 2.64485  -0.87
N: 0.41679 -2.53035 1.76309  0.71
C: -0.78207 -2.64728 2.20460  -1.08
C: -1.99937 -2.52599 1.45179  0.79
C: -3.20900 -2.61700 2.16203  -0.75
C: -4.42417 -2.65417 1.52706  -1.08
C: -4.43864 -2.64184 0.12300  -0.26
C: -3.27810 -2.56368 -0.60244  -0.83
C: -2.00800 -2.45044 0.02707  0.62
O: -0.94714 -2.31934 -0.68621  -1.15
C: 3.36042 -4.02903 -0.56317  -1.06
C: 4.23792 -3.06434 0.23339  -0.67
C: 4.07283 -1.58193 -0.10575  -1.27
N: 2.84985 -1.04871 0.48651  0.77
C: 2.98717 -0.16605 1.38528  -1.45
C: 1.91712 0.33764 2.24859  1.27
C: 2.29276 0.61374 3.56370  -0.77
C: 1.35210 0.94511 4.52086  -1.29
C: 0.01529 0.98929 4.15338  -0.97
C: -0.37417 0.75364 2.84391  -0.44
C: 0.57314 0.45973 1.87444  0.31
O: 0.20673 0.24952 0.55958  0.22
H: 1.55562 -5.67821 -1.57961  0.44
H: 1.46301 -4.05969 -2.34416  0.41
H: 0.15722 -4.60341 -1.29433  0.27
H: 1.93605 -5.87457 0.71458  0.57
H: 0.45392 -4.93499 0.83981  0.51
H: 3.00973 -4.50962 2.43512  0.47
H: 1.45831 -5.11940 2.94377  0.41
H: 2.32118 -2.29364 2.55636  -0.16
H: 1.15793 -2.95447 3.69270  0.67
H: -0.92151 -2.92234 3.25980  0.12
H: -3.16219 -2.65888 3.24631  0.35
H: -5.34629 -2.70594 2.09013  0.37
H: -5.38639 -2.69406 -0.40157  0.40
H: -3.29186 -2.54895 -1.68525  0.45
H: 3.47479 -3.76786 -1.61584  0.51
H: 3.74413 -5.05449 -0.43267  0.41
H: 5.27202 -3.33229 -0.00426  0.54
H: 4.12933 -3.20303 1.31088  0.12
H: 4.00737 -1.45062 -1.18512  0.39
H: 4.93975 -1.02772 0.27524  0.60
H: 3.99493 0.17935 1.64941  0.30
H: 3.34160 0.53963 3.83128  0.47
H: 1.65483 1.15133 5.53938  0.40
H: -0.74285 1.21875 4.89224  0.45
H: -1.41590 0.74350 2.55796  0.71
Cl: 1.86950 -1.54566 -2.49664  -0.69
C: 3.02509 3.10155 0.44849  -1.04
O: 1.68827 2.62677 0.58392  0.07
C: 1.16337 2.09013 -0.53142  -0.41
O: 1.77521 2.03861 -1.56547  -0.46
C: -0.21250 1.46770 -0.26729  0.28
C: -1.18176 2.40988 0.33623  0.61
As: -1.35545 4.13746 -0.46215  0.27
C: 0.36996 5.09372 -0.31557  -1.24
C: -1.10507 3.68267 -2.38731  0.26
C: -0.93428 2.48535 -2.94623  0.14
As: -0.82420 0.71025 -2.05191  1.09
C: -2.77928 0.68105 -1.89508  -0.99
C: -1.05700 2.35676 -4.43976  -0.16
O: -2.09567 2.60249 -5.00947  -0.63
O: -0.02116 1.90069 -5.14746  -0.43
C: 1.27048 1.79025 -4.52365  -0.22
C: -1.17700 4.90346 -3.24967  0.06
O: -0.19610 5.43802 -3.70304  -0.64
O: -2.38054 5.48073 -3.42866  -0.39
C: -3.56679 4.73307 -3.12375  -0.41
C: -2.40302 1.87232 0.80941  -0.47
O: -2.65255 0.68481 1.03061  -0.33
O: -3.37190 2.81329 1.11841  -0.46
C: -4.59633 2.26197 1.56889  -0.85
H: 3.29308 3.50880 1.42005  0.26
H: 3.09080 3.86891 -0.32081  0.42
H: 3.69613 2.28511 0.17637  0.31
H: 0.67008 5.09831 0.73138  0.43
H: 0.18109 6.11668 -0.64142  0.54
H: 1.15814 4.67883 -0.93861  0.16
H: -3.16586 1.61044 -1.47848  0.16
H: -3.10940 -0.16409 -1.30063  -0.17
H: -3.13320 0.58430 -2.92439  0.61
H: 1.97992 1.75241 -5.34668  0.42
H: 1.33955 0.87979 -3.92957  0.03
H: 1.46962 2.65789 -3.89944  0.15
H: -4.37933 5.28131 -3.59459  0.33
H: -3.72644 4.68651 -2.04643  0.21
H: -3.50738 3.73313 -3.54926  0.19
H: -5.26104 3.10940 1.72974  0.27
H: -4.46864 1.70576 2.49929  0.29
H: -5.02413 1.58309 0.82897  0.26

net charge	-1
energy relative to the best compared isomer or geometry (same formula, charge and spin)	0.0	kcal/mol
E_HOMO	-4.26	eV
calculated total energy	-7408.19172	Eh
HOMO-LUMO gap	6.330	eV
LUMO	2.066	eV

A 2-piece molecular cluster, C3H7O3 overall, computed with ωB97M-V/def2-TZVPD.

Last column: Mulliken charge in e.
Geometry (Å):
C: -0.04316 1.79456 0.93899  -0.76
C: 0.28403 1.87839 -0.57383  0.52
O: 0.09221 0.81311 -1.21567  -0.74
O: 0.66368 2.97616 -1.01930  -0.74
H: 0.39285 0.89339 1.36174  0.19
H: -1.13387 1.72974 1.05950  0.19
H: 0.32656 2.67590 1.46736  0.29
C: 0.03789 -2.42680 -0.18953  -0.55
O: -0.94349 -1.62677 -0.80577  -0.56
H: -0.54356 -0.73185 -0.99857  0.51
H: 0.73028 -1.82806 0.39695  0.22
H: -0.46019 -3.12300 0.50823  0.21
H: 0.59676 -3.02478 -0.93008  0.20

net charge	-1
energy relative to the best compared isomer or geometry (same formula, charge and spin)	13.0	kcal/mol
E_HOMO	-4.39	eV
calculated total energy	-344.28951	Eh
HOMO-LUMO gap	8.408	eV
LUMO	4.017	eV

One molecule with the formula C4H7F in a non-equilibrium geometry, computed with ωB97M-V/def2-TZVPD.

Last column: Mulliken charge in e.
Geometry (Å):
C: -1.88204 -0.33547 -0.08134  -1.23
C: -0.55128 0.33393 -0.07708  -0.03
C: 0.56580 -0.27806 0.07262  -0.16
C: 1.88109 0.40398 0.02837  -0.25
H: -1.95573 -1.43371 -0.25515  0.31
H: -2.43096 -0.20232 0.89966  0.26
H: -2.53701 0.05238 -0.81377  0.35
H: -0.60436 1.43355 -0.08647  0.28
H: 0.54162 -1.37968 0.32882  0.27
H: 2.19093 0.85406 0.91367  0.23
H: 1.92466 1.09410 -0.78744  0.26
F: 2.85729 -0.54277 -0.14188  -0.30

net charge	0
energy relative to the best compared isomer or geometry (same formula, charge and spin)	9.8	kcal/mol
E_HOMO	-9.71	eV
calculated total energy	-256.42819	Eh
SMILES	C/C=C/CF
HOMO-LUMO gap	10.927	eV
LUMO	1.222	eV

An isolated ion of composition C5H10ClFNO2 and charge +1 in a non-equilibrium geometry, computed with ωB97M-V/def2-TZVPD.

Last column: Mulliken charge in e.
Geometry (Å):
C: 0.78183 0.27195 -0.06946  0.44
C: -1.77276 -0.01353 -0.09118  -1.33
C: 2.21244 0.07796 -1.84011  -0.81
C: -0.21010 -1.88209 1.02308  0.17
C: -0.50235 -0.26831 0.72747  0.37
N: -0.34575 0.50299 1.89708  -0.26
O: 1.39974 1.15208 0.47712  -0.62
O: 1.00080 -0.33181 -1.17993  -0.30
F: 1.10361 -1.88565 1.56762  -0.26
Cl: -1.26184 -2.33634 2.33315  -0.11
H: -2.52364 -0.68839 0.22763  0.35
H: -2.14051 1.07095 -0.04815  0.41
H: -1.53613 -0.09491 -1.13189  0.35
H: 2.15396 1.06269 -2.07756  0.42
H: 2.33659 -0.54347 -2.70954  0.27
H: 3.08888 0.10128 -1.17182  0.35
H: -0.20640 -2.48858 0.13010  0.39
H: -0.90094 1.38580 1.89187  0.39
H: 0.67227 0.97877 1.82174  0.42
H: -0.76059 0.20203 2.81257  0.36

net charge	+1
energy relative to the best compared isomer or geometry (same formula, charge and spin)	0.0	kcal/mol
E_HOMO	-15.32	eV
calculated total energy	-961.53218	Eh
SMILES	COC(=O)[C@](C)([NH3+])[C@@H](F)Cl
HOMO-LUMO gap	12.182	eV
LUMO	-3.135	eV

A 3-piece molecular cluster, C26H37F6N2O7 overall in a non-equilibrium geometry, computed with ωB97M-V/def2-TZVPD.

Last column: Mulliken charge in e.
Geometry (Å):
C: 8.69587 -0.74963 -2.00096  -0.18
C: 8.29074 0.48799 -2.21699  -0.35
C: 7.89775 2.03685 -2.11099  -0.52
C: 6.31227 2.33297 -2.12172  -0.56
C: 5.41868 1.28662 -1.27081  -0.69
C: 4.30338 0.66244 -2.28214  -0.09
N: 4.71777 -0.49319 -3.11092  0.07
C: 3.81138 -1.17418 -4.04104  -0.41
C: 2.30887 -0.68069 -4.25508  -0.52
C: 1.75918 0.57798 -3.42795  0.85
C: 0.26594 1.14073 -3.64180  -0.67
O: -0.67406 0.78323 -2.60071  -0.41
C: -0.87147 -0.65512 -2.50086  0.04
C: -1.42931 -1.36254 -3.84041  -0.46
O: -1.46436 -2.83263 -3.71986  -0.42
C: -2.42918 -3.24552 -2.71221  -0.32
C: -1.54999 -3.80085 -1.43834  -0.51
C: 2.82864 1.22605 -2.42412  0.52
C: 2.34875 2.49824 -1.55230  -0.77
C: 2.42744 3.90975 -2.36334  -0.31
C: 1.31322 4.88344 -1.67744  0.39
N: 0.86812 4.71349 -0.25210  -0.46
O: 0.81698 5.85666 -2.33521  -0.56
H: 9.15116 -1.80014 -1.98389  0.36
H: 8.33443 2.54781 -3.06467  0.32
H: 8.41887 2.58615 -1.22422  0.33
H: 5.93785 2.32949 -3.20869  0.33
H: 6.14347 3.41170 -1.72123  0.31
H: 6.01197 0.47242 -0.72021  0.57
H: 4.88763 1.90946 -0.43995  0.24
H: 5.70108 -0.83114 -3.01873  0.23
H: 4.25965 -2.05471 -4.63553  0.36
H: 1.63881 -1.23801 -5.01256  0.29
H: 0.34631 2.30470 -3.61757  0.26
H: -0.05981 0.86907 -4.70919  0.45
H: 0.05283 -1.23597 -2.10705  0.15
H: -1.69330 -0.80923 -1.68677  0.19
H: -2.50739 -1.02460 -4.13105  0.30
H: -0.77922 -1.16271 -4.78630  0.15
H: -3.09893 -4.13368 -3.03973  0.33
H: -3.14019 -2.41042 -2.36752  0.29
H: -1.50017 -2.93779 -0.67127  -0.09
H: -0.46921 -3.99895 -1.79501  0.23
H: -2.02028 -4.73990 -0.97254  0.35
H: 2.90699 2.62134 -0.55490  0.26
H: 1.23276 2.30872 -1.26955  0.02
H: 2.19169 3.68976 -3.47462  0.26
H: 3.48565 4.33386 -2.19425  0.29
H: 0.02006 4.10056 -0.24650  0.19
H: 0.57205 5.62475 0.14432  0.33
C: -0.97627 2.32060 2.63333  -1.24
C: -0.71781 1.30354 1.53801  0.20
O: -0.68532 -0.02689 2.07723  -0.33
C: -1.88940 -0.60934 2.29771  0.46
O: -2.95027 -0.07595 2.07552  -0.53
C: -1.70543 -2.03041 2.82250  0.73
F: -0.77561 -2.11120 3.80207  -0.25
F: -1.30483 -2.88202 1.84848  -0.24
F: -2.84013 -2.55020 3.33807  -0.29
H: -0.24275 2.21454 3.43656  0.34
H: -0.92567 3.33707 2.23694  0.31
H: -1.96240 2.17454 3.08233  0.35
H: 0.26341 1.48793 1.09113  0.13
H: -1.45716 1.37816 0.73378  0.27
C: -5.07929 -3.24525 5.35121  -0.77
C: -6.07316 -2.16824 4.96035  -0.19
O: -7.26256 -2.25987 5.75951  -0.32
C: -7.19234 -1.70959 6.99561  0.37
O: -6.20704 -1.17105 7.44220  -0.51
C: -8.53413 -1.83545 7.71137  0.85
F: -9.07228 -3.07263 7.59806  -0.24
F: -9.45294 -0.97237 7.21655  -0.25
F: -8.44665 -1.58120 9.03399  -0.24
H: -5.54263 -4.23380 5.29637  0.32
H: -4.20811 -3.22385 4.69435  0.10
H: -4.73748 -3.11170 6.38137  0.33
H: -6.37866 -2.31205 3.92048  0.32
H: -5.63440 -1.16792 5.03141  0.32

net charge	+1
E_HOMO	-12.17	eV
calculated total energy	-2247.69773	Eh
HOMO-LUMO gap	7.358	eV
LUMO	-4.814	eV

Question: HOMO-LUMO gap of number 1 (H2LiO)?
Answer: 11.004 eV

Question: What is the HOMO-LUMO gap in the first record?
Answer: 11.004 eV

Question: Which value of calculated total energy does entry 1 give?
Answer: -83.73825 Eh